The following is a quantum chemistry calculation of C6H9NO in the gas phase in a non-equilibrium geometry, from the Open Molecules 2025 dataset.

Geometry as ORCA input:
```
! wB97M-V def2-TZVPD RIJCOSX def2/J DEFGRID3
* xyz 0 1
H -1.41 -1.48 -1.36
H -2.18 0.89 -0.65
H -0.69 2.00 0.94
N 0.65 -1.22 -0.70
C 0.22 -1.74 0.34
H 0.51 0.69 1.27
H -2.02 0.19 1.16
H 0.31 -0.85 1.32
H 1.42 2.04 -0.17
H 0.58 1.27 -1.76
C 0.82 1.30 -0.68
H 0.34 -2.85 0.70
O 2.55 -0.30 0.25
C -0.24 1.08 0.35
C 1.48 -0.04 -0.47
C -1.50 0.14 0.03
C -0.85 -1.12 -0.56
*
```

Output
* structure (SMILES): O=C1CCC[C@@H]2CN12
* relative energy (zero: lowest compared OMol25 entry of this formula, charge and spin): 575.80 kJ/mol
* lowest unoccupied orbital energy: 0.8 eV
* HOMO: -9.4 eV

Here are the Löwdin charges for atoms 1 to 8, given in e: H 0.100; H 0.148; H 0.137; N -0.024; C -0.218; H 0.146; H 0.161; H 0.171


The following is a quantum chemistry calculation of C6H9NO in the gas phase in a non-equilibrium geometry, from the Open Molecules 2025 dataset.

Geometry as ORCA input:
```
! wB97M-V def2-TZVPD RIJCOSX def2/J DEFGRID3
* xyz 0 1
N 0.50 -0.85 -0.32
C -1.91 0.00 0.54
C 0.37 0.51 -0.51
H -0.36 -1.42 -0.15
H 3.64 -0.13 0.27
H -1.79 1.68 -1.06
C 1.71 0.97 -0.26
H 2.08 -2.32 0.29
H 1.84 2.01 -0.30
O -1.86 -1.19 -0.37
C 1.78 -1.28 0.01
C 2.59 -0.13 0.20
H -0.76 1.95 0.77
H -2.98 0.38 0.73
H -1.44 -0.43 1.50
H -2.40 -0.92 -1.21
C -1.02 1.17 -0.12
*
```

Output
* structure (SMILES): OCCc1ccc[nH]1
* relative energy (zero: lowest compared OMol25 entry of this formula, charge and spin): 304.77 kJ/mol
* lowest unoccupied orbital energy: 0.6 eV
* HOMO: -7.8 eV

Here are the Löwdin charges for atoms 1 to 8, given in e: N -0.015; C -0.220; C -0.255; H 0.086; H 0.059; H 0.166; C -0.068; H 0.111